--- a ---
DFT (wB97M-V/def2-TZVPD) results for an isolated molecule of C2H6N2O.

Total charge: 0
SMILES: CNC(N)=O
HOMO level: -9.63 eV
Kohn-Sham gap: 10.5 eV
LUMO level: 0.88 eV

Each line ends with the Löwdin charge.
CARTESIAN COORDINATES (ANGSTROEM)
1 C 1.5469 0.5550 -0.2373  -0.078
2 N 0.3586 0.0523 0.4614  -0.021
3 C -0.7769 -0.1142 -0.2933  -0.647
4 N -1.8642 -0.6111 0.3813  0.150
5 O -0.8189 0.1124 -1.4931  0.034
6 H 2.3274 0.7090 0.5048  0.079
7 H 1.8612 -0.1450 -1.0066  0.082
8 H 1.2543 1.5015 -0.6759  0.083
9 H 0.5031 -0.7176 1.0978  0.123
10 H -2.7319 -0.7347 -0.1034  0.105
11 H -1.6595 -0.6076 1.3642  0.090

--- b ---
DFT (wB97M-V/def2-TZVPD) results for an isolated molecule of C2H6N2O.

Total charge: 0
SMILES: [H]/N=C(/N)CO
HOMO level: -8.80 eV
Kohn-Sham gap: 9.1 eV
LUMO level: 0.29 eV

Each line ends with the Löwdin charge.
CARTESIAN COORDINATES (ANGSTROEM)
1 C 0.6741 0.0400 -0.2107  -0.460
2 C -0.4713 -0.8133 0.0502  -0.193
3 H 1.2492 1.9269 -0.0037  0.082
4 H -0.5185 1.7925 -0.0879  0.094
5 H 1.8829 -1.4662 -0.1978  0.051
6 H -0.5040 -1.6528 -0.5948  0.108
7 H -0.5679 -1.0557 1.0698  0.113
8 H -2.5189 0.1739 0.4271  0.236
9 N 0.4140 1.3965 -0.0209  0.112
10 N 1.9697 -0.3888 -0.1190  0.058
11 O -1.6093 0.0470 -0.3124  -0.202

Most stable one: a, least stable one: b.

--- a ---
DFT (wB97M-V/def2-TZVPD) results for an isolated molecule of C2H6N2O.

Total charge: 0
SMILES: CNC(N)=O
HOMO level: -9.68 eV
Kohn-Sham gap: 10.5 eV
LUMO level: 0.84 eV

Each line ends with the Löwdin charge.
CARTESIAN COORDINATES (ANGSTROEM)
1 C 0.0986 -0.9158 1.4271  -0.099
2 N -0.2684 -0.4165 0.1445  -0.029
3 C 0.4752 0.5197 -0.6250  -0.584
4 N -0.2274 0.8626 -1.8094  0.086
5 O 1.4293 1.1706 -0.2607  0.053
6 H -0.3833 -0.3978 2.2574  0.080
7 H -0.2551 -1.9489 1.5106  0.083
8 H 1.1873 -0.9189 1.4400  0.089
9 H -1.0302 -0.8081 -0.3904  0.121
10 H -1.1579 1.1473 -1.4211  0.104
11 H 0.1319 1.7058 -2.2729  0.096

--- b ---
DFT (wB97M-V/def2-TZVPD) results for a 2-piece molecular cluster, C2H6N2O overall.

Total charge: 0
SMILES: C=C=O.NN
HOMO level: -9.12 eV
Kohn-Sham gap: 9.9 eV
LUMO level: 0.80 eV

Each line ends with the Löwdin charge.
CARTESIAN COORDINATES (ANGSTROEM)
1 C -2.0941 -0.3554 0.7634  -0.321
2 C -2.4348 -0.5692 -0.4375  0.005
3 N 2.5526 0.5582 0.2453  -0.077
4 N 1.1344 0.5363 -0.1152  -0.059
5 O -1.7347 -0.0396 1.8004  0.185
6 H -2.2968 -1.4753 -0.9726  0.056
7 H 0.5512 0.5871 0.7105  0.033
8 H -2.7889 0.1836 -1.1143  0.071
9 H 3.0786 -0.2125 0.0114  0.015
10 H 2.9931 1.1802 -0.4028  0.043
11 H 1.0395 -0.3934 -0.4887  0.048

Most stable one: a, least stable one: b.

--- a ---
DFT (wB97M-V/def2-TZVPD) results for an isolated molecule of C4H7N3S.

Total charge: 0
SMILES: C=NS/C=N/N=C\C
HOMO level: -8.81 eV
Kohn-Sham gap: 9.3 eV
LUMO level: 0.53 eV

Each line ends with the Löwdin charge.
CARTESIAN COORDINATES (ANGSTROEM)
1 C -1.9753 0.7611 0.3922  -0.083
2 C -2.0454 -0.6917 0.0314  -0.234
3 C 1.1307 -1.6110 -0.1581  -0.507
4 C 2.2184 1.3821 -0.4317  -0.105
5 H -2.9966 1.2261 0.3942  0.084
6 H -1.2808 1.3245 -0.2201  0.053
7 H -1.6124 0.7753 1.4278  0.080
8 H -2.9893 -1.1657 0.2176  0.097
9 H 0.9169 -2.7110 -0.0119  0.090
10 H 1.2257 1.1718 -0.8440  0.044
11 H 2.6798 2.3679 -0.3935  0.067
12 N -1.1143 -1.3926 -0.4089  -0.001
13 N 0.1812 -0.7882 -0.3930  -0.070
14 N 2.9391 0.4809 0.1205  -0.420
15 S 2.7221 -1.1295 0.2774  0.906

--- b ---
DFT (wB97M-V/def2-TZVPD) results for an isolated molecule of C4H7N3S.

Total charge: 0
SMILES: CC/N=C(/C#N)NS
HOMO level: -9.84 eV
Kohn-Sham gap: 10.2 eV
LUMO level: 0.38 eV

Each line ends with the Löwdin charge.
CARTESIAN COORDINATES (ANGSTROEM)
1 C -1.9607 -0.4240 0.7715  -0.092
2 C -1.4195 0.1628 -0.5311  -0.288
3 C 0.8288 0.6962 -0.1018  -0.458
4 C 1.8513 1.6996 0.1519  -0.179
5 H -2.8310 -1.0801 0.5590  0.081
6 H -2.3050 0.3684 1.4498  0.079
7 H -1.2046 -1.0138 1.2877  0.060
8 H -2.2026 0.7092 -1.0717  0.108
9 H -1.1048 -0.6005 -1.2377  0.097
10 H 0.5918 -1.3472 -0.2691  0.069
11 H 3.3266 -1.0673 -1.0905  -0.142
12 N -0.3543 1.1242 -0.2703  0.081
13 N 1.2765 -0.6181 -0.1507  -0.378
14 N 2.6423 2.5202 0.3465  0.171
15 S 2.8653 -1.1297 0.1565  0.791

Most stable one: b, least stable one: a.

--- a ---
DFT (wB97M-V/def2-TZVPD) results for an isolated molecule of C4H7N3S.

Total charge: 0
SMILES: Cc1n[nH]n(C)c1=S
HOMO level: -8.02 eV
Kohn-Sham gap: 8.7 eV
LUMO level: 0.65 eV

Each line ends with the Löwdin charge.
CARTESIAN COORDINATES (ANGSTROEM)
1 C -1.0320 0.8467 -0.3175  -0.196
2 C 0.4331 -0.1962 -0.9039  -0.681
3 C -1.8400 1.7095 -1.2216  -0.058
4 C 1.4803 -1.9187 0.5905  -0.033
5 N -1.0484 0.6126 0.9018  0.037
6 N -0.0303 -0.1863 1.3234  -0.049
7 N 0.7849 -0.6894 0.2997  -0.185
8 S 1.1218 -0.3866 -2.4109  0.528
9 H -2.4365 1.3092 -2.0171  0.067
10 H -1.1927 2.2494 -1.8276  0.047
11 H -2.7058 2.2935 -0.7820  0.107
12 H 1.3940 -2.2123 1.5777  0.057
13 H 1.1345 -2.7417 -0.0843  0.115
14 H 2.5198 -1.9170 0.5065  0.070
15 H -0.2707 -0.7916 2.1722  0.175

--- b ---
DFT (wB97M-V/def2-TZVPD) results for an isolated molecule of C4H7N3S.

Total charge: 0
SMILES: [H]/N=C(\N=C/N)C(C)=S
HOMO level: -8.90 eV
Kohn-Sham gap: 8.0 eV
LUMO level: -0.89 eV

Each line ends with the Löwdin charge.
CARTESIAN COORDINATES (ANGSTROEM)
1 C 0.5357 -2.2657 -0.6473  -0.206
2 C 0.3766 -1.0108 0.0114  -0.771
3 C -0.2140 0.0483 -0.9547  -0.534
4 C -0.5023 2.1558 -0.1824  -0.217
5 H 0.8001 -3.0273 0.1570  0.067
6 H 1.5772 -2.2238 -1.2479  0.146
7 H -0.3225 -2.7840 -1.2776  0.123
8 H -1.2715 0.6403 -2.3501  0.131
9 H -0.3354 3.3066 -0.2447  0.142
10 H -1.5445 2.2319 1.8569  0.115
11 H -1.2397 0.7696 1.2054  0.005
12 N -1.2135 -0.2563 -1.6681  0.145
13 N 0.1859 1.3747 -0.9402  0.051
14 N -1.2465 1.7257 0.9864  0.072
15 S 1.0675 -0.7742 1.4933  0.732

--- c ---
DFT (wB97M-V/def2-TZVPD) results for a 2-piece molecular cluster, C4H7N3S overall.

Total charge: 0
HOMO level (alpha / beta): -8.19 / -8.11 eV
Kohn-Sham gap (alpha / beta): 7.5 / 8.1 eV
LUMO level (alpha / beta): -0.71 / 0.02 eV

Each line ends with the Löwdin charge.
CARTESIAN COORDINATES (ANGSTROEM)
1 C -2.0918 0.6328 0.6868  -0.040
2 C -2.2819 0.1110 2.0199  -0.199
3 C -1.1306 -0.2442 0.2049  -0.514
4 C 2.1556 -0.2232 -0.7546  0.021
5 N -1.5160 -0.8718 2.3374  0.003
6 N -0.7927 0.5769 -2.1815  -0.375
7 N -0.8231 -1.0872 1.2706  -0.087
8 S -0.3793 -0.6781 -1.3376  0.919
9 H -2.6909 1.4519 0.2041  0.118
10 H -2.9324 0.3824 2.8905  0.116
11 H 2.1860 -0.6152 0.2035  -0.027
12 H 2.0362 0.7533 -0.7796  -0.054
13 H 2.5054 -0.7077 -1.5992  -0.023
14 H -0.2248 0.9685 -2.8760  -0.040
15 H -0.0077 -1.7790 1.1909  0.181

--- d ---
DFT (wB97M-V/def2-TZVPD) results for a 2-piece molecular cluster, C4H7N3S overall.

Total charge: 0
HOMO level: -9.40 eV
Kohn-Sham gap: 8.6 eV
LUMO level: -0.76 eV

Each line ends with the Löwdin charge.
CARTESIAN COORDINATES (ANGSTROEM)
1 C 0.7130 1.7318 0.0206  -0.119
2 C 1.6911 1.4490 -0.9299  -0.090
3 C -2.6689 -0.5120 0.7346  -0.075
4 C 0.7773 -1.5918 0.2679  -0.434
5 N 0.2981 0.6642 0.6096  0.084
6 N 1.9755 0.1832 -0.7761  0.067
7 N 1.0134 -0.2689 0.1053  -0.332
8 S 1.6704 -2.5841 -0.7315  0.805
9 H 0.2451 2.6190 0.2471  0.088
10 H 2.2895 2.2179 -1.4187  0.119
11 H -2.7403 -1.5681 1.0921  0.022
12 H -2.7796 -0.4445 -0.2876  -0.034
13 H -3.5226 0.0082 1.2692  0.030
14 H -1.5968 -0.1249 0.9851  0.006
15 H 2.6348 -1.7792 -1.1877  -0.137

Most stable one: b, least stable one: c.

--- a ---
DFT (wB97M-V/def2-TZVPD) results for a 2-piece molecular cluster, C2H4NO2S overall.

Total charge: +1
HOMO level: -17.30 eV
Kohn-Sham gap: 10.2 eV
LUMO level: -7.08 eV

Each line ends with the Löwdin charge.
CARTESIAN COORDINATES (ANGSTROEM)
1 C 1.5307 1.4572 -0.3703  0.060
2 C -2.0382 -0.0668 0.1623  -0.129
3 N 0.4857 1.0539 -0.1722  0.085
4 O -0.7389 -1.4484 -1.6748  -0.160
5 O -3.0127 -2.2706 -1.2721  -0.142
6 S -1.9425 -1.4317 -0.9729  0.958
7 H 2.5489 1.6939 -0.2606  0.079
8 H -0.9242 0.2246 0.3662  0.028
9 H -2.4548 0.8716 -0.2649  0.119
10 H -2.6393 -0.4206 1.0296  0.102

--- b ---
DFT (wB97M-V/def2-TZVPD) results for C2H4NO2S as an isolated structure.

Total charge: +1
HOMO level (alpha / beta): -15.05 / -14.98 eV
Kohn-Sham gap (alpha / beta): 8.0 / 8.7 eV
LUMO level (alpha / beta): -7.06 / -6.25 eV

Each line ends with the Löwdin charge.
CARTESIAN COORDINATES (ANGSTROEM)
1 C 0.5258 0.5191 0.0134  -0.131
2 C 0.6290 -1.0040 -0.0145  -0.257
3 N -0.7711 1.0601 -0.2858  -0.072
4 O -1.2217 2.0945 -0.1370  0.278
5 O -1.8656 -0.2719 0.2843  -0.426
6 S -1.1439 -1.5559 0.0018  1.133
7 H 0.8270 0.9738 0.8643  0.117
8 H 1.2091 0.8709 -0.6915  0.145
9 H 0.8953 -1.3649 -1.0162  0.109
10 H 0.9160 -1.3215 0.9812  0.104

Most stable one: a, least stable one: b.

--- a ---
DFT (wB97M-V/def2-TZVPD) results for C3H5N2O2S as an isolated structure.

Total charge: +1
HOMO level: -15.22 eV
Kohn-Sham gap: 9.3 eV
LUMO level: -5.89 eV

Each line ends with the Löwdin charge.
CARTESIAN COORDINATES (ANGSTROEM)
1 C 1.3166 0.4783 0.2861  -0.300
2 C 0.3239 -1.8098 -0.3242  0.202
3 C 0.0644 1.2248 0.2384  -0.002
4 N 2.4670 0.9038 0.5559  -0.085
5 N 1.2980 -1.0448 0.0356  -0.142
6 O 4.3798 0.3907 -0.8753  -0.320
7 O 2.5357 -1.5344 0.2372  -0.181
8 S 3.9529 0.1649 0.4285  1.174
9 H 0.3077 -2.8834 -0.2249  0.126
10 H -0.6796 -1.3499 -0.5497  0.136
11 H -0.8235 0.9224 0.7733  0.093
12 H -0.2000 1.1353 -0.9262  0.163
13 H 0.1976 2.3513 0.4201  0.136

--- b ---
DFT (wB97M-V/def2-TZVPD) results for an isolated ion of composition C3H5N2O2S and charge +1.

Total charge: +1
HOMO level (alpha / beta): -15.07 / -15.07 eV
Kohn-Sham gap (alpha / beta): 7.9 / 7.9 eV
LUMO level (alpha / beta): -7.20 / -7.21 eV

Each line ends with the Löwdin charge.
CARTESIAN COORDINATES (ANGSTROEM)
1 C -1.1202 -0.9407 -0.4803  -0.252
2 C 0.8255 0.6044 1.0482  0.093
3 C -0.4035 1.1415 0.5394  -0.261
4 N -1.0426 0.4096 -0.5425  0.024
5 N -0.3535 -1.6150 0.2549  0.166
6 O 2.6090 -1.2144 0.0734  -0.195
7 O 2.7345 1.1780 -0.6022  -0.192
8 S 2.0298 0.0608 -0.0831  0.854
9 H -1.8684 -1.3710 -1.1523  0.161
10 H -1.0926 1.2780 1.3931  0.158
11 H -0.1670 2.1662 0.1949  0.180
12 H -1.7408 0.9058 -1.0787  0.157
13 H -0.4101 -2.6032 0.4353  0.106

--- c ---
DFT (wB97M-V/def2-TZVPD) results for an isolated ion of composition C3H5N2O2S and charge +1.

Total charge: +1
SMILES: O=[N+]([O-])C1=[NH+]CSC1
HOMO level: -14.26 eV
Kohn-Sham gap: 7.0 eV
LUMO level: -7.30 eV

Each line ends with the Löwdin charge.
CARTESIAN COORDINATES (ANGSTROEM)
1 C 1.2602 -0.2068 -0.0806  -0.086
2 C 0.5553 -1.4498 0.0007  -0.359
3 C -0.9816 0.7596 0.2916  -0.386
4 N 0.4324 0.9585 0.0641  0.097
5 N 2.7116 -0.0850 -0.0578  -0.346
6 O 3.2647 -1.1018 0.1758  0.195
7 O 3.1871 1.0051 -0.2718  0.170
8 S -1.2752 -1.0636 -0.0894  0.934
9 H 0.9000 -2.2179 -0.9377  0.220
10 H 1.0504 -1.9531 0.7979  0.101
11 H -1.3243 1.1009 1.4011  0.166
12 H -1.5406 1.2292 -0.5996  0.120
13 H 0.8539 1.8353 -0.2443  0.175

Most stable one: a, least stable one: b.